one:
ORCA calculation (ωB97M-V/def2-TZVPD) on a gas-phase ion, C3H4NO (charge +1).

```
9
Properties=species:S:1:pos:R:3:mulliken_charge:R:1
C -0.85 -1.55 0.70 0.420
C 0.82 0.60 -0.43 -1.018
C -0.59 0.53 -0.18 0.306
N -0.48 -2.58 0.96 -0.150
O -1.33 -0.37 0.37 -0.206
H 1.35 -0.27 -0.73 0.443
H 0.91 1.42 -1.05 0.333
H 1.30 0.83 0.59 0.395
H -1.14 1.38 -0.23 0.478
```

The HOMO energy comes out at -17.974 eV. As for the frontier orbital gap: 0.37936 Eh. The calculation puts the LUMO energy at -7.7 eV. Its charge is +1.

---

two:
ORCA calculation (ωB97M-V/def2-TZVPD) on a gas-phase ion, C3H4NO (charge +1).

```
9
Properties=species:S:1:pos:R:3:mulliken_charge:R:1
C -0.01 1.35 -0.04 -0.036
C 1.65 0.58 -0.06 0.060
C 0.00 -1.00 -0.02 -0.235
N -0.76 0.32 0.04 -0.016
O 1.36 -0.63 -0.04 -0.061
H -0.08 2.36 0.04 0.449
H -0.36 -1.64 0.96 0.314
H -0.06 -1.67 -0.88 0.303
H -1.73 0.33 0.01 0.221
```

The HOMO energy comes out at -14.694 eV. As for the frontier orbital gap: 0.31464 Eh. The calculation puts the LUMO energy at -6.1 eV. Its charge is +1.

---

three:
ORCA calculation (ωB97M-V/def2-TZVPD) on a gas-phase ion, C3H4NO (charge +1).

```
9
Properties=species:S:1:pos:R:3:mulliken_charge:R:1
C 0.13 -0.45 0.00 0.315
C -1.16 -1.05 0.00 -0.400
C 1.42 0.82 0.00 -0.185
N 1.25 -1.25 0.00 0.086
O 2.17 -0.40 0.00 0.013
H -1.19 -2.14 0.00 0.311
H -2.08 -0.48 0.00 0.293
H 1.50 1.40 -0.92 0.283
H 1.50 1.40 0.91 0.283
```

The HOMO energy comes out at -17.118 eV. As for the frontier orbital gap: 0.33925 Eh. The calculation puts the LUMO energy at -7.9 eV. Its charge is +1.

---

Which of them is least stable? Easy: three.

---

one:
ORCA calculation (ωB97M-V/def2-TZVPD) on a gas-phase ion, C3H4NO (charge +1).

```
9
Properties=species:S:1:pos:R:3:mulliken_charge:R:1
C 0.30 -1.85 -0.57 0.231
N 0.23 -1.09 0.34 -0.082
C 0.07 0.22 0.55 -0.453
C -0.40 0.72 -0.88 0.159
O -0.29 -0.09 -1.73 -0.376
H 0.56 -2.74 -1.03 0.419
H 1.02 0.62 0.63 0.305
H -0.49 0.44 1.48 0.346
H -0.61 1.70 -0.88 0.451
```

The SMILES is C#[N+]CC=O. The HOMO energy comes out at -16.709 eV. As for the frontier orbital gap: 0.42153 Eh. The calculation puts the LUMO energy at -5.2 eV. Its charge is +1.

---

two:
ORCA calculation (ωB97M-V/def2-TZVPD) on a gas-phase ion, C3H4NO (charge +1).

```
9
Properties=species:S:1:pos:R:3:mulliken_charge:R:1
C 1.58 1.17 0.00 0.126
N 1.01 0.17 0.00 0.046
C 0.03 -0.77 0.00 -0.405
C -1.37 -0.07 0.00 0.141
O -1.51 1.10 0.00 -0.359
H 2.20 2.03 0.00 0.450
H 0.12 -1.41 0.89 0.320
H 0.12 -1.40 -0.89 0.319
H -2.18 -0.82 0.01 0.361
```

The SMILES is C#[N+]CC=O. The HOMO energy comes out at -15.455 eV. As for the frontier orbital gap: 0.38222 Eh. The calculation puts the LUMO energy at -5.1 eV. Its charge is +1.

---

Which of them is least stable? Easy: one.

---

one:
ORCA calculation (ωB97M-V/def2-TZVPD) on a gas-phase ion, C5H13N2 (charge +2).

```
20
Properties=species:S:1:pos:R:3:mulliken_charge:R:1
C -2.49 0.20 -0.37 -1.040
C -1.64 -0.40 0.81 -0.389
C -0.26 -0.77 0.13 -0.715
C 0.58 0.41 -0.26 0.103
C 1.75 0.72 0.59 -0.455
N 2.57 -0.46 0.69 -0.002
N 0.55 0.62 -1.80 -0.377
H -3.26 0.93 0.07 0.342
H -1.85 0.77 -1.11 0.315
H -3.09 -0.54 -0.83 0.363
H -2.28 -1.24 1.34 0.337
H -1.31 0.36 1.49 0.356
H 0.38 -1.44 0.83 0.532
H -0.38 -1.36 -0.83 0.422
H 2.38 1.53 0.12 0.405
H 1.45 1.12 1.61 0.366
H 1.88 -1.09 0.17 0.394
H 2.87 -0.70 1.60 0.344
H 1.03 1.49 -2.11 0.336
H 1.12 -0.15 -2.13 0.366
```

The HOMO energy (alpha / beta) comes out at -19.615 / -19.546 eV. As for the frontier orbital gap (alpha / beta): 0.27028 / 0.19997 Eh. As for the expectation value of S²: 0.7569. The calculation puts the LUMO energy (alpha / beta) at -12.3 / -14.1 eV. Its charge is +2. The spin multiplicity is 2.

---

two:
ORCA calculation (ωB97M-V/def2-TZVPD) on a gas-phase ion, C5H13N2 (charge +2).

```
20
Properties=species:S:1:pos:R:3:mulliken_charge:R:1
C 2.50 -0.48 -0.08 -0.982
C 0.99 -0.47 0.20 0.049
C 0.34 0.97 -0.36 -0.828
C -1.06 0.87 0.20 0.537
C -1.50 1.45 1.27 -1.079
N -2.00 0.12 -0.54 -0.205
N 0.11 -1.63 -0.16 -0.509
H 2.56 -0.07 -1.17 0.326
H 2.73 0.34 0.55 0.401
H 2.76 -1.53 -0.08 0.353
H 1.00 -0.44 1.35 0.386
H 0.34 0.79 -1.44 0.408
H 1.09 1.73 -0.08 0.546
H -2.36 0.96 1.73 0.275
H -1.17 2.14 1.95 0.388
H -1.69 -0.87 -0.61 0.294
H -2.96 -0.01 -0.16 0.441
H -2.18 0.59 -1.49 0.428
H 0.33 -2.55 0.22 0.359
H 0.16 -1.89 -1.32 0.414
```

The HOMO energy (alpha / beta) comes out at -19.490 / -19.167 eV. As for the frontier orbital gap (alpha / beta): 0.43632 / 0.21356 Eh. As for the expectation value of S²: 0.7598. The calculation puts the LUMO energy (alpha / beta) at -7.6 / -13.4 eV. Its charge is +2. The spin multiplicity is 2.

---

Which of them is least stable? Easy: one.

---

one:
ORCA calculation (ωB97M-V/def2-TZVPD) on C2H7O2P in the gas phase.

```
12
Properties=species:S:1:pos:R:3:mulliken_charge:R:1
C 0.41 0.82 -0.49 -0.979
P 0.15 -0.81 0.09 0.131
O -1.62 -0.63 -0.45 -0.477
C -2.56 0.00 0.17 0.244
O -3.66 0.14 -0.25 -0.491
H -0.07 1.53 0.13 0.350
H 1.48 0.98 -0.40 0.421
H 0.27 0.85 -1.52 0.350
H 0.02 -1.14 1.43 0.115
H 1.67 -0.88 0.19 -0.003
H 0.01 -1.98 -0.61 0.077
H -2.20 0.45 1.10 0.263
```

The SMILES is C[PH3]OC=O. The HOMO energy comes out at -9.800 eV. As for the frontier orbital gap: 0.38662 Eh. The calculation puts the LUMO energy at 0.7 eV. Its charge is 0.

---

two:
ORCA calculation (ωB97M-V/def2-TZVPD) on a molecular structure, C2H7O2P.

```
12
Properties=species:S:1:pos:R:3:mulliken_charge:R:1
C -0.30 -0.10 -0.77 -0.566
C 1.52 -0.03 -0.17 -0.128
O 1.82 -0.72 0.97 -0.506
O 1.94 1.28 -0.06 -0.457
P -1.45 0.58 0.52 -0.057
H -0.39 -1.27 -1.00 0.336
H -0.16 0.56 -1.69 0.314
H 2.05 -0.40 -1.07 0.337
H 1.42 -1.62 0.95 0.338
H 1.87 1.37 0.92 0.333
H -2.07 1.34 -0.53 0.045
H -0.43 1.48 0.83 0.011
```

The HOMO energy comes out at -9.120 eV. As for the frontier orbital gap: 0.35910 Eh. The calculation puts the LUMO energy at 0.7 eV. Its charge is 0.

---

Which of them is least stable? Easy: two.

---

one:
ORCA calculation (ωB97M-V/def2-TZVPD) on C6H4N2 in the gas phase.

```
12
Properties=species:S:1:pos:R:3:mulliken_charge:R:1
C 1.35 1.56 0.60 -0.721
C 0.73 0.55 0.07 0.581
C 1.43 -0.66 -0.26 0.030
N 2.18 -1.48 -0.45 -0.357
C -0.82 0.47 -0.12 0.429
C -1.56 1.49 -0.57 -0.812
C -1.49 -0.79 0.13 0.097
N -1.77 -1.89 0.51 -0.413
H 0.65 2.32 1.03 0.263
H 2.46 1.61 0.91 0.300
H -1.18 2.51 -0.65 0.286
H -2.63 1.36 -0.73 0.315
```

The SMILES is C=C(C#N)C(=C)C#N. The HOMO energy comes out at -10.492 eV. As for the frontier orbital gap: 0.36595 Eh. The calculation puts the LUMO energy at -0.5 eV. Its charge is 0.

---

two:
ORCA calculation (ωB97M-V/def2-TZVPD) on C6H4N2 in the gas phase.

```
12
Properties=species:S:1:pos:R:3:mulliken_charge:R:1
C 1.62 0.94 0.82 -0.102
N 1.24 -0.28 1.22 -0.646
C 0.03 -0.47 0.49 0.679
C -1.10 -1.19 0.76 -0.573
C -1.69 -0.84 -0.67 -0.091
N -1.06 -0.13 -1.62 -0.555
C 0.11 0.39 -0.73 0.314
C 0.86 1.52 -0.38 -0.649
H 2.35 1.30 1.40 0.549
H -1.06 -1.90 1.58 0.402
H -2.74 -1.14 -0.96 0.382
H 1.26 2.49 -0.94 0.291
```

The SMILES is C1=NC2=CC=NC2=C1. The HOMO energy comes out at -8.966 eV. As for the frontier orbital gap: 0.27814 Eh. The calculation puts the LUMO energy at -1.4 eV. Its charge is 0.

---

Which of them is least stable? Easy: two.

---

one:
ORCA calculation (ωB97M-V/def2-TZVPD) on 3 unconnected molecules or ions with the total composition C4H14O2.

```
20
Properties=species:S:1:pos:R:3:mulliken_charge:R:1
C -0.43 -0.26 -1.81 -1.119
C -0.49 -0.37 -0.19 0.914
C 0.15 0.75 0.54 -1.441
C -1.98 -0.55 0.30 -1.218
H 0.24 0.49 -2.35 0.335
H -0.14 -1.13 -2.20 0.436
H -1.46 -0.03 -2.02 0.312
H 0.06 -1.32 -0.04 0.355
H -0.42 0.92 1.51 0.362
H -0.04 1.81 0.37 0.465
H 1.27 0.80 0.78 0.508
H -2.18 -1.62 0.29 0.384
H -2.36 0.05 1.19 0.352
H -2.71 -0.31 -0.48 0.379
H 1.83 1.83 -1.15 0.250
H 3.06 1.05 -1.11 0.366
O 2.76 2.02 -1.17 -0.625
H 0.76 -1.59 1.70 0.256
H 0.89 -0.98 3.28 0.342
O 1.19 -1.56 2.52 -0.612
```

The HOMO energy (alpha / beta) comes out at -15.199 / -15.186 eV. As for the frontier orbital gap (alpha / beta): 0.43616 / 0.16107 Eh. As for the expectation value of S²: 0.7536. The calculation puts the LUMO energy (alpha / beta) at -3.3 / -10.8 eV. Its charge is +1. The spin multiplicity is 2.

---

two:
ORCA calculation (ωB97M-V/def2-TZVPD) on 3 unconnected molecules or ions with the total composition C4H14O2.

```
20
Properties=species:S:1:pos:R:3:mulliken_charge:R:1
C -0.05 0.03 -1.28 -1.196
C 0.06 -1.26 -2.03 0.567
C 0.36 -2.38 -0.77 -0.914
C 1.20 -1.45 -2.98 -1.254
H 0.04 0.74 -2.12 0.348
H 0.85 0.22 -0.69 0.414
H -1.00 0.20 -0.79 0.401
H -0.88 -1.53 -2.51 0.327
H 0.76 -3.26 -1.21 0.393
H 0.97 -1.93 0.01 0.387
H -0.66 -2.49 -0.41 0.364
H 0.99 -0.83 -3.87 0.371
H 1.29 -2.48 -3.33 0.419
H 2.15 -1.12 -2.57 0.370
H -1.41 1.07 3.55 0.301
H -1.52 -0.10 4.53 0.327
O -0.92 0.59 4.22 -0.634
H -0.11 3.31 0.97 0.282
H -0.11 4.49 1.94 0.333
O -0.43 3.59 1.84 -0.607
```

The HOMO energy (alpha / beta) comes out at -13.582 / -13.582 eV. As for the frontier orbital gap (alpha / beta): 0.38697 / 0.13536 Eh. As for the expectation value of S²: 0.7530. The calculation puts the LUMO energy (alpha / beta) at -3.1 / -9.9 eV. Its charge is +1. The spin multiplicity is 2.

---

Which of them is least stable? Easy: one.